C28H43BrN2P2PbS as an isolated structure at a distorted geometry, computed with ωB97M-V/def2-TZVPD.

Structure (XYZ):
```
78
Properties=species:S:1:pos:R:3:forces:R:3
H 1.909257 -1.290841 0.838964 0.025 0.170 -0.315
C 5.671183 0.796988 2.460626 0.338 0.073 -0.110
Pb -3.183774 -0.003880 -1.452001 -3.053 0.788 0.723
C -1.272101 -0.569525 -2.441425 4.572 -1.814 0.275
C -2.913647 -4.047899 -2.815617 0.138 0.110 -0.201
C 4.001257 2.855232 0.288160 0.085 0.151 0.276
C -1.991978 -1.816825 -2.105597 0.812 -0.028 -0.547
C -1.557720 -4.224220 1.160298 0.000 0.743 1.730
C 4.210542 0.502710 2.125700 -0.478 -0.078 0.294
C -0.959266 -2.189638 1.903306 -0.192 -1.597 -0.115
P -3.281902 1.949642 0.958864 -1.267 1.219 1.235
C 4.733164 -1.359193 -0.539331 0.011 -0.298 0.085
N -2.834496 -4.764985 -5.102318 -0.181 -0.291 -0.027
N -1.138426 -2.949678 0.832172 0.051 0.567 0.801
H -1.958403 1.893022 2.956380 0.017 0.268 -0.037
H -3.165194 3.105197 4.595480 -0.155 -0.030 -0.083
H -1.441490 -0.116325 -3.437188 -0.020 0.144 0.613
S -1.267981 -2.999189 3.404352 -0.294 -0.649 -1.123
C -3.691291 2.992261 3.641346 0.036 0.166 0.199
H -0.696408 4.205378 0.781407 -0.201 -0.175 0.018
H -4.471910 2.238374 3.784142 0.114 0.064 -0.105
H -2.038171 -5.356953 2.985916 0.085 0.139 0.173
C -2.140244 -2.542719 -4.531235 -0.127 -0.361 0.261
H -1.967563 2.227064 -1.097889 0.064 0.060 0.377
H -5.286423 -0.031952 2.567776 0.224 -0.093 -0.480
H -3.174162 -4.291864 -1.780983 0.181 0.142 -0.306
H 5.269666 -1.542800 0.396436 -0.052 0.017 -0.164
H 0.081034 1.752080 -2.660707 0.283 0.014 0.507
H -3.465506 -6.012250 -3.560965 0.123 0.350 -0.145
C 1.503371 -0.598352 0.097129 -0.994 -0.545 -0.261
H -0.976355 4.248460 -0.950553 -0.188 -0.060 0.197
H 5.189223 2.911707 -1.537793 -0.148 0.108 0.046
C 0.459331 1.151076 -1.821532 0.708 1.283 -0.051
C -3.096682 -5.013644 -3.813995 0.186 0.844 0.092
H 5.895679 1.865293 2.379445 0.014 -0.195 0.087
H 3.449846 3.049599 -1.833325 0.185 0.022 0.087
H 3.861573 0.236079 -1.690929 0.116 0.143 0.048
C -3.342826 0.149260 1.586278 0.351 0.400 -0.339
P 3.692043 1.090250 0.494836 -0.805 -0.334 -0.021
C 1.342634 1.654429 -0.920790 -0.678 0.213 -0.553
C 1.814566 0.848390 0.241957 0.989 -0.315 -0.224
C 4.491037 0.123449 -0.798470 0.140 0.306 -0.419
C -2.665713 2.639062 2.567434 0.218 0.274 -0.009
H 3.794499 -1.922581 -0.527345 0.201 0.097 0.052
H -0.937219 1.883565 0.315311 -0.268 0.128 -0.432
H -2.227010 -3.390872 -6.531255 -0.078 -0.116 0.439
C -2.402308 -3.561701 -5.462113 0.080 0.347 0.578
C -4.798422 -0.350711 1.629404 -0.119 -0.195 0.004
H -5.412008 0.042830 0.801231 0.236 -0.086 0.253
H -2.312743 4.595123 0.162081 0.157 -0.047 -0.072
H 4.860926 3.112487 0.924283 -0.251 -0.070 -0.131
H 3.125249 3.354093 0.722759 0.149 -0.009 0.039
H 5.339100 -1.760127 -1.359018 -0.101 0.074 0.200
H -4.164379 3.957560 3.434642 -0.066 -0.273 -0.081
H -2.903284 0.124809 2.599819 -0.054 -0.073 -0.530
C 0.582566 -1.041048 -0.800236 0.828 -0.763 1.308
H -1.755184 -4.954294 0.391822 0.039 0.019 -0.062
C -1.803618 2.462627 -0.031340 1.012 -0.679 -0.175
C -2.372381 -2.785916 -3.158321 -0.395 -0.412 -0.847
Br 0.949317 1.455814 1.933003 0.163 0.198 0.172
H 3.542895 0.960053 2.868181 0.156 -0.028 -0.207
C 4.253952 3.321204 -1.144527 0.158 0.109 -0.265
H 5.877169 0.492483 3.492559 -0.077 0.054 -0.244
H -1.762197 -2.294933 -1.142531 0.214 0.363 -0.241
H 5.430631 0.651331 -1.014004 -0.108 -0.156 0.029
H 4.012571 -0.577431 2.164968 -0.008 0.181 -0.086
H -4.838397 -1.449885 1.589381 -0.001 0.302 0.110
H -2.095234 3.537295 2.307110 -0.073 -0.158 0.263
H 6.360738 0.250938 1.807738 -0.099 0.101 0.098
H 4.339800 4.412142 -1.149968 0.023 -0.196 -0.009
H -1.726678 -1.598077 -4.889504 -0.080 -0.304 0.093
H -0.606568 -1.160128 1.900673 -0.099 -0.281 -0.155
H 1.640259 2.706792 -0.972420 -0.165 -0.486 -0.013
C -0.067887 -0.164726 -1.702537 -2.908 -0.389 -1.887
C -1.431055 3.962299 0.007355 -0.241 0.033 -0.018
H -2.683385 -0.495453 0.983548 -0.035 -0.363 0.074
C -1.705530 -4.442551 2.518729 0.374 0.812 -0.883
H 0.300044 -2.095280 -0.825237 0.203 0.347 0.137
```
Forces are in eV/Å.

Properties
LUMO energy: -7.69 eV
Energy relative to the best compared isomer or geometry (same formula, charge and spin): 0.260 eV
Net charge: +2
Orbital gap: 5.2 eV